# 1
{"formula": "C6H15N3", "method": "ωB97M-V/def2-TZVPD", "gap_ev": 8.392, "relative_energy_kcal_mol": 62.9, "max_force_ev_per_a": 3.4, "energy_ev": -10933.18364, "e_lumo_ha": 0.0363, "smiles": "CC(C)=NN.C/C=C\\N", "species": ["N", "N", "N", "C", "C", "C", "C", "C", "C", "H", "H", "H", "H", "H", "H", "H", "H", "H", "H", "H", "H", "H", "H", "H"], "coordinates": [[1.58709, 0.49644, 1.74534], [1.07013, 1.08145, -1.73768], [0.61935, 1.02307, 0.88187], [-0.58601, 0.53115, 0.92556], [0.97270, -1.84080, -0.93220], [-0.13413, -0.99389, -1.49209], [0.04898, 0.23568, -2.04584], [-0.99533, -0.62910, 1.78367], [-1.68031, 1.36533, 0.32993], [1.29995, -2.57873, -1.67139], [-1.28133, 2.20696, -0.23147], [-1.09601, -0.28745, 2.81762], [0.85718, 2.04101, -1.97519], [-2.30321, 1.76344, 1.13236], [-2.31183, 0.76470, -0.32538], [1.88343, -0.42895, 1.44231], [0.66619, -2.39801, -0.04308], [2.38895, 1.11486, 1.73217], [-0.25544, -1.42619, 1.76997], [1.84230, -1.23509, -0.66745], [-0.76717, 0.65036, -2.63482], [1.17115, 1.08558, -0.50848], [-1.03916, -1.52110, -1.75418], [-1.95744, -1.02071, 1.45845]]}

***

# 2
{"formula": "C4H9NO2", "method": "ωB97M-V/def2-TZVPD", "gap_ev": 10.472, "relative_energy_kcal_mol": 24.5, "max_force_ev_per_a": 0.5, "energy_ev": -9878.99991, "e_lumo_ha": 0.0239, "smiles": "CCC=O.NC=O", "species": ["O", "O", "N", "C", "C", "C", "C", "H", "H", "H", "H", "H", "H", "H", "H", "H"], "coordinates": [[-2.89641, 0.37552, 2.00042], [1.22769, -1.13091, 0.79875], [-0.65049, 0.40073, 2.43813], [-1.78268, -0.09436, 1.88395], [0.00205, -0.24721, -1.10002], [0.79079, -1.26696, -0.32329], [0.73071, 0.08636, -2.40876], [0.24869, 0.02209, 2.16856], [-1.58152, -1.01492, 1.29928], [-0.97685, -0.69286, -1.32612], [0.98027, -2.21348, -0.87336], [1.54550, 0.79458, -2.23288], [1.16359, -0.81575, -2.85797], [0.04762, 0.52475, -3.14029], [-0.16585, 0.64037, -0.48282], [-0.70563, 1.25893, 2.96526]]}

***

# 3
{"formula": "C6H13NO", "method": "ωB97M-V/def2-TZVPD", "gap_ev": 9.715, "relative_energy_kcal_mol": 42.0, "max_force_ev_per_a": 2.0, "energy_ev": -9969.35221, "e_lumo_ha": 0.0360, "smiles": "CCC[C@H](C=O)NC", "species": ["O", "N", "C", "C", "C", "C", "C", "C", "H", "H", "H", "H", "H", "H", "H", "H", "H", "H", "H", "H", "H"], "coordinates": [[-2.55986, 0.81027, -0.87497], [0.02367, -1.39803, -1.29514], [-0.36921, -0.11231, -0.70154], [-0.32843, 1.18591, 1.46656], [1.15263, -1.45896, -2.19743], [-1.65222, 0.27091, -1.46517], [-0.58557, -0.16726, 0.79421], [0.79527, 1.18171, 2.53969], [0.07990, -2.19693, -0.67021], [-1.73083, 0.07932, -2.54332], [2.12297, -1.05768, -1.87351], [1.18862, 2.16908, 2.78439], [-1.23123, 1.56872, 1.93648], [-1.61910, -0.45600, 0.97414], [0.34548, 0.76867, 3.44084], [0.09033, -0.93329, 1.17804], [0.91612, -0.96829, -3.14904], [1.69015, 0.58720, 2.33671], [1.33560, -2.50586, -2.44856], [0.01425, 1.94480, 0.76186], [0.32148, 0.68805, -0.99404]]}

***

# 4
{"formula": "C5H8N2O", "method": "ωB97M-V/def2-TZVPD", "gap_ev": 7.644, "relative_energy_kcal_mol": 94.4, "max_force_ev_per_a": 2.3, "energy_ev": -10338.63437, "e_lumo_ha": 0.0333, "smiles": "C[C@]12N[C@@]1(O)C=C2N", "species": ["O", "N", "N", "C", "C", "C", "C", "C", "H", "H", "H", "H", "H", "H", "H", "H"], "coordinates": [[2.01652, -1.19792, 0.07739], [-0.18963, -1.61860, -0.68274], [-1.08738, 1.99398, -0.52503], [-0.64134, -0.46159, 1.58955], [-0.34561, 0.89945, -0.64884], [-0.52061, -0.38307, 0.10625], [0.80502, 0.57394, -1.31121], [0.91853, -0.75986, -0.63720], [-1.14726, -1.37499, 1.91869], [-0.03796, -2.39778, -0.04367], [0.33424, -0.41555, 2.09336], [1.24725, 0.95124, -2.22737], [-1.23094, 0.38562, 1.95477], [2.81273, -0.93902, -0.42012], [-0.91108, 2.80603, -1.10219], [-2.02248, 1.93811, -0.14165]]}